1.
64
Properties=species:S:1:pos:R:3:forces:R:3:lowdin_spin:R:1 method="wB97M-V/def2-TZVPD" total_charge=+2 max_force_ev_per_a=4.04 orbital_gap_ha="0.21028 / 0.20059" multiplicity=3 molar_mass_g_mol=767.42
W -0.949 -0.175 -0.886 1.6 -0.1 0.2 0.890
S 1.489 -1.226 1.319 -0.2 1.5 -1.5 0.006
O -7.521 3.200 -1.120 0.2 0.6 -0.2 0.003
O -6.288 4.502 -2.360 -0.5 0.5 -0.3 -0.003
O -1.689 1.474 0.206 -2.3 1.0 -0.5 0.043
O -3.756 -0.450 1.395 0.3 -0.8 0.1 0.530
O -2.449 -0.821 -1.078 -2.4 -0.8 -0.5 -0.040
O -0.842 4.239 0.389 1.3 -0.9 1.1 0.000
O -1.736 5.068 -1.364 0.5 -0.1 -0.5 0.004
N -0.055 -0.494 0.955 1.4 0.1 0.7 0.019
N -4.495 0.206 0.811 1.2 2.3 -0.6 0.423
N -1.677 4.278 -0.444 -2.5 1.2 -0.5 0.002
N 0.012 -1.873 -1.971 -0.1 1.5 0.4 0.009
N -6.489 3.756 -1.441 0.0 -0.1 -0.1 0.000
C 1.335 -2.697 2.257 0.8 0.6 -0.1 0.001
C -2.855 2.123 0.050 0.5 -1.6 0.7 0.009
C -2.960 3.487 -0.267 1.3 -1.6 -0.5 0.009
C -5.269 3.361 -0.729 -2.9 -2.5 1.3 -0.004
C 2.329 -4.795 2.878 -0.8 2.4 -0.5 0.000
C 0.895 -1.402 -2.855 1.1 0.8 0.1 0.005
C 2.436 -3.551 2.246 0.6 -0.3 -0.3 0.000
C -4.106 4.002 -0.851 2.5 2.3 -0.3 -0.018
C -4.225 1.452 0.181 0.5 -0.4 1.3 0.069
C 2.200 -3.374 -2.824 -1.3 -0.7 0.2 0.005
C 2.371 -0.058 2.310 -0.1 0.1 2.0 0.000
C 0.168 -2.928 2.885 -1.3 -1.3 1.2 0.000
C 0.145 -3.124 -1.541 1.4 -0.6 -0.7 0.010
C 3.395 0.607 1.659 -0.6 -0.9 -1.8 0.000
C 3.978 1.743 3.665 0.7 1.7 -0.3 0.000
C 1.141 -5.009 3.548 -0.6 -0.9 0.1 0.000
C 1.679 1.881 -4.359 0.5 -0.8 -1.1 0.000
C 2.953 1.099 4.336 0.2 -0.2 1.7 0.000
C 2.192 0.140 3.734 -2.0 -2.4 -1.6 0.000
C 1.219 -3.898 -1.983 -0.8 1.1 0.1 -0.001
C -0.159 2.152 -2.852 0.4 -1.5 -0.2 0.010
C 1.760 0.501 -4.154 -1.4 1.6 -0.2 0.000
C 0.698 2.661 -3.784 -0.2 1.4 -0.5 0.002
C 4.176 1.508 2.316 0.1 -0.4 1.0 0.000
C -5.420 2.136 -0.053 0.8 0.7 -1.7 -0.007
C 0.801 0.001 -3.259 1.8 -1.3 -0.5 0.001
C 2.029 -2.097 -3.215 0.5 0.8 -0.9 0.000
C -0.077 0.771 -2.572 -1.7 1.8 1.4 0.012
C 0.061 -4.139 3.593 -1.0 -0.2 -0.7 0.000
H 2.352 -0.119 -4.816 0.1 0.2 0.3 0.000
H 2.953 -3.931 -3.328 0.7 -0.7 0.4 0.000
H 2.285 2.354 -5.118 0.3 -0.1 0.0 0.000
H 2.792 -1.615 -3.821 -0.4 -0.3 0.1 0.000
H 2.821 1.238 5.415 0.1 0.1 -0.5 0.000
H 0.996 -5.992 3.933 -0.1 -0.5 0.6 0.000
H -3.902 4.965 -1.388 -0.9 -1.0 0.4 0.000
H -0.146 0.417 1.452 0.3 -1.0 0.3 0.007
H 1.438 -0.576 4.294 1.6 1.9 -1.0 0.000
H -0.888 2.779 -2.420 -0.7 0.5 0.5 0.001
H 4.620 2.540 4.123 -0.8 -1.1 -0.1 0.000
H 3.616 0.380 0.596 -0.3 0.2 0.7 0.000
H 3.072 -5.542 2.789 0.7 -0.5 0.1 0.000
H -0.925 -4.543 3.956 1.2 0.8 -0.1 0.000
H 0.546 3.681 -4.174 0.3 -0.5 0.5 0.000
H 3.333 -3.240 1.704 -0.2 -0.3 0.1 0.000
H -6.408 1.680 0.073 0.5 0.2 0.0 0.002
H -0.632 -3.473 -0.903 -0.3 -0.4 0.5 0.001
H 5.013 1.864 1.794 0.9 0.9 -0.5 0.000
H 1.251 -4.880 -1.667 0.1 -2.0 0.6 0.000
H -0.633 -2.224 2.734 -0.4 0.0 0.3 0.000

=====

2.
11
Properties=species:S:1:pos:R:3:forces:R:3:nbo_charge:R:1 method="wB97M-V/def2-TZVPD" max_force_ev_per_a=0.58 smiles="O=Cc1cnc[nH]1" orbital_gap_ha=0.36193 multiplicity=1 molar_mass_g_mol=96.09
O -2.857 -0.286 -0.110 0.4 0.1 -0.1 -0.499
N 1.322 1.286 -0.070 0.0 -0.2 -0.2 -0.459
N 0.653 -0.819 -0.001 0.1 0.0 0.2 -0.513
C -0.448 -0.090 -0.420 0.1 0.1 0.4 -0.085
C -1.719 -0.472 0.234 -0.5 0.1 -0.2 0.403
C 1.664 0.047 0.208 0.2 0.0 -0.1 0.207
C 0.018 1.208 -0.474 -0.2 0.1 0.0 -0.005
H -0.563 2.091 -0.708 0.1 -0.1 0.1 0.221
H 0.702 -1.827 0.026 0.0 0.2 0.2 0.422
H -1.465 -0.879 1.237 -0.4 -0.3 0.0 0.106
H 2.601 -0.277 0.638 0.1 0.1 -0.4 0.203

=====

3.
192
Properties=species:S:1:pos:R:3:forces:R:3:mulliken_charge:R:1 method="wB97M-V/def2-TZVPD" max_force_ev_per_a=3.75 orbital_gap_ha=0.34911 multiplicity=1 molar_mass_g_mol=1169.52
O 0.383 4.260 1.243 -0.1 -0.1 -0.6 -0.669
O 3.812 -3.091 -2.866 -0.2 -0.7 -0.3 -0.614
O 3.765 -3.910 3.321 1.1 0.0 1.9 -0.332
O -2.982 2.984 -7.536 -0.3 -1.4 -0.4 -0.796
O -1.068 -5.979 0.513 -1.0 -2.7 1.3 -0.737
O 3.065 0.000 5.901 0.0 0.5 -0.8 -0.728
O -1.152 -1.067 -0.338 0.2 -0.4 -0.2 -0.145
O -2.175 5.693 -3.481 0.8 -0.2 2.1 -0.680
O -2.568 5.767 2.591 0.0 0.3 0.8 -0.645
O -1.897 3.069 6.327 0.2 -0.2 0.0 -0.721
O 4.911 -1.084 1.324 -0.3 -0.7 -0.9 -0.766
O 2.084 1.737 -2.410 2.0 -0.7 0.5 -0.558
O 3.632 -7.599 0.293 1.1 -0.3 0.0 -0.654
O -5.151 1.349 3.748 -0.4 0.7 2.1 -0.614
O -4.379 -0.018 -1.254 -0.2 -0.3 0.2 -0.802
O -1.589 -0.836 -5.134 1.3 -0.6 0.5 -0.683
N -3.261 1.350 6.789 0.1 -0.6 -0.6 -0.093
N 5.535 -3.186 4.611 -0.3 -0.4 -0.1 -0.083
N 1.115 5.248 3.124 0.7 0.3 -0.8 -0.158
N -2.606 0.388 -6.669 -0.1 -0.2 -0.1 0.127
N -3.201 4.705 -6.151 -0.4 0.7 1.4 -0.124
N -0.391 -3.889 0.255 0.5 0.9 -2.2 1.368
N -4.674 0.480 1.813 0.3 -0.4 -0.1 0.177
N 4.063 -0.003 3.795 -0.3 1.2 3.5 0.469
N -1.035 4.527 -1.884 -0.3 0.7 -1.1 0.230
N 3.500 1.206 -0.716 1.1 0.8 -0.2 0.010
N -4.074 4.100 2.720 0.0 -0.1 -0.6 0.160
N -0.483 0.916 -1.128 0.9 0.1 -1.1 1.921
N -3.541 -1.369 -2.896 0.2 -0.3 1.3 0.055
N 3.068 -5.151 -3.518 0.9 0.9 0.8 -0.102
N 1.416 -7.915 0.085 -1.2 0.1 1.0 0.080
N 5.378 -2.051 -0.655 -0.2 -1.7 -0.4 0.601
C -6.623 1.967 1.925 0.3 1.0 0.5 -0.979
C -3.318 5.101 3.298 -0.2 -1.0 -1.4 0.775
C 3.196 -3.821 -3.644 -0.5 1.1 -0.7 0.727
C -5.466 1.233 2.586 0.4 0.0 -0.9 0.737
C -4.435 4.269 -5.478 -0.2 0.3 -0.9 -0.574
C 4.595 -1.868 0.403 -1.1 0.9 0.7 -0.145
C -4.016 3.934 1.246 1.9 0.3 0.4 -0.272
C 4.271 -3.667 4.441 -0.7 1.1 -1.5 0.512
C 3.396 -3.587 5.677 -0.3 -0.6 1.1 -1.109
C -4.399 2.125 7.173 -0.6 -0.1 -0.4 -0.973
C 3.232 -2.569 0.313 2.2 -1.3 0.5 1.259
C 3.630 -5.807 -2.369 0.2 -0.2 1.4 -0.536
C -0.765 -3.458 1.578 1.6 -1.6 1.5 -1.167
C 0.502 -1.155 -2.105 -1.5 0.4 -0.6 0.226
C 4.336 1.023 -2.981 -0.2 1.1 -0.6 -1.093
C -1.543 0.110 -5.911 0.1 1.1 0.6 0.720
C 6.472 -2.972 3.521 0.4 -0.9 -0.1 -0.548
C -1.367 1.636 -0.281 -0.4 0.4 1.9 0.752
C -0.416 3.752 -2.933 0.5 0.3 -0.9 -0.027
C -3.861 -0.174 -2.348 1.0 0.4 -1.6 0.074
C 2.456 -3.285 -4.888 1.2 -0.3 1.8 -1.723
C -0.970 0.849 6.209 -1.3 1.2 -1.7 -0.652
C 1.450 -9.191 -0.586 -1.1 -0.5 0.5 -1.096
C -3.490 -0.222 2.287 -0.5 -0.6 -0.4 -0.419
C -0.653 -5.140 -0.218 1.2 2.5 -0.5 0.997
C -3.642 -0.624 -6.777 -0.6 0.3 -0.1 -1.000
C 2.131 -6.242 1.621 -1.0 0.6 -0.7 -0.089
C 6.704 -1.605 -0.669 2.1 0.3 -2.0 -1.157
C 2.464 1.428 0.221 -2.4 -1.6 1.0 0.258
C 5.294 0.606 4.335 0.1 -0.1 -1.4 -1.238
C -1.222 4.617 -7.560 -0.9 -0.6 0.9 -1.298
C -2.426 6.384 -1.223 -2.3 -0.7 0.7 -0.823
C -0.115 3.179 3.347 -0.3 0.4 0.3 -0.548
C -3.542 5.257 4.757 -1.2 -0.7 1.1 -0.858
C -0.376 -5.323 -1.704 -1.7 1.2 0.3 -0.866
C -0.381 1.142 -6.014 -1.6 -1.7 -2.2 -0.371
C -2.499 3.968 -7.016 -0.2 1.8 -0.9 0.758
C 0.437 4.288 2.458 0.4 -0.6 1.3 0.538
C -3.712 -2.524 -2.053 -1.3 -0.7 0.5 -1.069
C -1.839 5.549 -2.266 -0.5 -0.9 -2.8 0.602
C -0.423 -0.431 -1.096 -0.3 -0.4 -0.3 0.803
C 3.001 -0.171 4.689 1.1 -1.3 -1.2 0.696
C 1.833 -0.898 4.053 -0.7 -0.2 -0.9 -0.688
C -3.539 1.010 -3.248 -0.7 0.1 1.0 -0.519
C 2.515 -7.339 0.668 -1.0 -0.1 -0.1 0.264
C -2.064 1.857 6.410 -0.5 0.7 0.7 0.553
C 3.226 1.373 -2.018 -0.9 -0.2 -0.4 0.479
C 1.797 6.306 2.404 -2.6 1.6 -0.2 -0.925
H -3.480 -1.377 -6.007 0.3 -0.1 -0.4 0.281
H -4.737 0.465 0.825 -0.6 0.0 -1.0 0.109
H 5.160 -2.818 -1.272 -0.5 0.2 -0.2 0.016
H 2.184 -9.848 -0.143 0.3 -0.2 0.1 0.351
H -5.364 4.315 -6.099 0.9 0.3 0.2 0.303
H -2.538 1.059 -3.602 0.9 -0.6 -0.4 -0.175
H 0.729 -0.509 -2.978 0.3 -0.3 0.7 -0.108
H 4.447 1.061 -0.354 -0.7 -0.1 -0.6 0.367
H 0.960 5.440 4.089 -0.2 -0.4 0.5 0.228
H -0.882 2.474 0.198 0.6 0.3 0.0 -0.239
H 2.836 -2.642 5.618 0.5 -0.2 0.3 0.118
H -1.755 -3.715 1.795 -2.0 -0.2 0.0 0.468
H -0.609 1.052 5.204 0.4 -0.1 -0.1 -0.082
H 2.514 -5.599 -4.207 -0.3 -0.7 -0.2 0.257
H -1.075 -6.092 -2.000 0.1 -0.3 -0.5 0.506
H -0.571 4.606 -1.016 0.4 0.0 1.1 0.143
H 5.512 0.303 5.342 -0.4 0.0 0.6 0.377
H 4.047 -0.379 2.881 0.0 -0.5 -1.1 -0.009
H -3.593 1.835 -2.540 -0.7 0.5 -0.6 0.432
H 0.308 1.420 -1.547 -0.5 -0.5 0.0 -0.856
H 2.840 -3.848 -5.699 0.5 -0.1 -1.2 0.611
H -3.455 0.375 6.664 0.3 -0.2 -0.1 0.241
H 1.039 7.181 2.297 1.5 -1.0 0.2 0.259
H 0.050 4.447 -3.689 -0.2 -0.8 0.7 0.432
H -0.836 2.044 -6.397 0.1 0.6 0.5 -0.349
H 7.150 -1.616 0.261 0.8 -0.3 2.4 0.303
H 2.051 6.035 1.399 0.1 -0.5 -0.3 0.259
H 1.034 -1.023 4.761 -0.3 0.2 0.5 0.484
H 0.440 -9.689 -0.539 1.0 0.6 0.1 0.346
H 3.930 0.350 -3.736 0.0 0.2 -0.1 0.159
H -4.523 4.909 -4.602 -0.2 -0.2 0.0 0.330
H 6.105 -3.636 2.730 0.3 0.3 -0.1 0.148
H 6.193 0.310 3.775 -0.5 -0.1 -0.3 0.313
H 2.627 -4.353 5.657 -0.1 -0.2 -0.4 0.346
H -4.638 3.450 3.296 0.7 0.7 -0.5 0.213
H 1.297 -6.473 2.289 -0.3 -0.2 -0.6 0.376
H 4.636 1.988 -3.440 -0.2 -0.6 -0.1 0.338
H -2.335 7.409 -1.504 0.5 0.8 0.3 0.444
H -0.630 -4.369 -2.224 0.1 -0.7 0.2 0.144
H -3.586 -1.040 -7.786 -0.3 -0.2 0.2 0.374
H -2.255 2.083 -0.708 -0.3 -0.3 -0.8 -0.485
H -6.209 2.954 1.540 -0.7 -1.3 0.4 0.131
H -0.239 -4.087 2.403 -0.2 1.2 -1.5 0.161
H -1.445 -0.096 6.202 0.2 -1.3 0.3 0.413
H -4.646 5.519 4.886 1.5 -0.1 0.1 0.356
H 1.440 -3.557 -4.793 -1.4 0.0 0.1 0.484
H -0.569 4.836 -6.731 0.3 0.6 0.2 0.328
H 2.673 6.614 2.921 0.6 0.3 0.5 0.355
H -0.199 1.016 6.903 1.0 -0.1 0.9 0.352
H 1.367 -1.587 -1.623 0.4 0.2 0.1 -1.014
H -0.305 -3.213 -0.536 -0.1 -0.2 1.8 -0.947
H -3.190 -3.381 -2.481 0.2 0.1 0.2 0.423
H -4.216 1.012 -4.118 0.1 0.4 0.5 0.448
H 1.369 -0.484 3.123 0.7 0.0 0.6 0.137
H -6.999 1.365 1.110 -0.2 0.1 -0.3 0.404
H 0.316 3.027 -2.561 -0.2 0.6 0.0 -0.625
H -3.448 -2.348 -0.970 0.0 -0.1 -1.3 0.111
H -0.653 -2.404 1.743 0.4 0.4 -0.2 0.245
H 3.852 -3.730 6.701 0.0 0.6 -1.3 0.372
H 1.821 -5.458 0.884 0.0 -0.1 1.0 -0.364
H -0.102 -1.998 -2.520 0.3 0.6 0.4 0.164
H 2.798 1.181 1.233 0.2 0.6 -0.1 0.215
H 1.741 0.583 0.014 0.3 1.0 0.4 -0.687
H 2.595 -1.995 0.925 -1.3 0.7 0.4 -0.048
H 7.440 -2.168 -1.332 -1.5 0.6 0.5 0.365
H -3.346 4.303 5.335 -0.2 1.0 -0.8 -0.084
H 2.586 -2.222 -4.942 0.0 0.3 -0.3 0.205
H -3.552 6.215 -1.320 1.3 0.1 0.3 0.174
H 3.386 -6.847 -2.372 -0.2 -0.7 -0.2 0.349
H 3.347 -3.560 0.848 -0.2 0.9 -0.7 0.048
H -3.680 -0.844 3.166 -0.3 0.3 0.1 0.387
H 2.145 -1.923 3.806 0.1 0.3 -0.2 -0.003
H -2.734 5.406 -5.581 0.3 -0.2 -0.4 0.355
H 0.626 -5.556 -1.950 1.1 -0.5 0.0 -0.222
H 1.858 2.368 0.157 1.0 -0.5 0.0 0.081
H 3.202 -5.422 -1.416 0.2 0.0 -0.6 -0.110
H -2.947 -1.479 -3.705 0.1 0.7 -0.1 0.339
H -2.147 6.081 -0.203 0.1 0.6 -0.3 0.035
H -2.631 1.265 -7.182 -0.3 -0.2 -0.1 0.203
H 6.505 -1.953 3.158 -0.3 0.2 0.0 0.057
H -4.793 -2.771 -2.118 0.5 -0.2 0.5 0.350
H 1.671 -9.069 -1.614 0.4 0.0 -1.2 0.298
H -0.557 3.511 4.285 -0.1 0.5 0.0 0.472
H 7.520 -3.259 3.777 -0.9 0.0 0.1 0.361
H 0.189 1.194 -5.137 0.7 0.3 1.2 0.050
H -1.687 1.001 0.554 0.0 -0.1 -0.4 -0.375
H -7.430 2.188 2.669 0.8 -0.3 -0.6 0.346
H -4.662 -0.263 -6.561 0.4 0.3 -0.4 0.306
H 5.219 1.691 4.251 0.1 0.1 0.3 0.348
H -3.098 4.449 0.854 -0.7 -0.4 0.8 -0.497
H -0.744 3.895 -8.182 0.3 -0.4 -0.6 0.322
H -2.661 0.463 2.531 -0.1 -0.3 -0.3 -0.111
H -4.813 4.440 0.725 -0.6 -0.1 -0.1 0.349
H 0.511 -7.670 0.502 0.6 0.0 -0.3 0.233
H 5.235 0.581 -2.575 0.0 -0.2 0.5 0.243
H 6.743 -0.564 -0.917 0.2 0.8 -0.6 0.281
H 2.850 -5.848 2.293 1.3 0.2 0.0 0.256
H -4.340 3.244 -5.196 0.1 -0.8 0.4 -0.041
H -4.095 2.753 7.954 0.3 1.2 1.2 0.385
H -4.882 2.755 6.411 0.3 -0.5 -0.1 0.196
H -3.317 -0.941 1.456 0.8 0.7 0.6 0.055
H 2.967 -2.694 -0.742 -0.2 0.0 0.5 -0.950
H 0.234 0.822 -6.870 0.1 -0.1 0.4 0.436
H 5.738 -2.871 5.537 0.3 0.1 0.2 0.217
H -1.529 5.487 -8.132 0.3 0.2 0.1 0.423
H -0.904 2.709 2.804 -0.5 -0.6 -0.4 -0.149
H -1.202 3.215 -3.449 -0.1 -0.2 -0.3 0.003
H 4.732 -5.742 -2.271 -0.6 0.2 -0.4 0.291
H -3.876 2.889 0.940 -0.5 0.2 0.2 0.127
H -5.108 1.422 7.597 -0.3 0.1 -0.1 0.384
H -2.880 6.008 5.168 -0.1 0.3 0.0 0.331
H 0.600 2.434 3.692 0.5 0.1 -0.6 0.228